Version P
A 13-piece molecular cluster, C5H36N2O13 overall, computed with wB97M-V/def2-TZVPD.

```
56
Properties=species:S:1:pos:R:3
C 2.183 -2.499 -1.480
O 2.666 -2.784 -0.138
C 0.697 -2.126 -1.297
C 0.475 -0.629 -0.986
C 0.348 0.216 -2.269
N -0.793 3.636 -1.643
C -0.044 2.468 -1.864
N -0.549 1.340 -2.092
H 2.193 -3.459 -1.997
H 2.782 -1.674 -1.930
H 3.608 -2.970 -0.198
H 0.198 -2.289 -2.262
H 0.080 -2.830 -0.709
H -0.526 -0.618 -0.504
H 1.181 -0.233 -0.255
H -0.073 -0.431 -3.066
H 1.371 0.564 -2.462
H -0.243 4.459 -1.502
H -1.637 3.627 -1.100
H 1.050 2.600 -1.869
H -4.224 2.614 -0.003
H -4.343 2.889 1.595
O -3.780 2.628 0.863
H -2.827 0.408 -0.720
H -3.244 0.486 0.767
O -3.085 -0.136 0.046
H -1.371 1.085 2.130
H -1.343 1.855 3.489
O -0.993 1.094 3.019
H -2.234 -2.716 3.423
H -1.072 -3.350 4.236
O -2.029 -3.326 4.144
H -2.773 -3.018 1.245
H -2.455 -1.526 0.879
O -2.317 -2.217 1.559
H 1.008 1.172 2.731
H 1.494 -0.165 2.180
O 1.657 0.821 2.118
H 3.826 0.817 0.125
H 5.277 0.744 -0.551
O 4.617 0.262 -0.054
H -2.307 1.757 -3.170
H -2.338 0.641 -4.139
O -2.936 1.146 -3.580
H 4.940 -0.669 2.038
H 4.883 -2.114 2.378
O 5.255 -1.522 1.711
H 2.858 2.880 0.554
H 2.197 1.491 0.608
O 2.698 2.103 0.009
H 2.053 -2.282 1.517
H 0.619 -1.849 1.386
O 1.347 -1.830 2.027
H -4.990 0.569 -1.216
H -4.358 1.427 -2.320
O -4.679 1.461 -1.400
```

- Lowest unoccupied orbital energy: 0.172 eV
- 2S+1: 1
- Gap between HOMO and LUMO: 9.792 eV
- HOMO level: -9.62 eV

Version Q
A 13-piece molecular cluster, C5H36N2O13 overall, computed with wB97M-V/def2-TZVPD.

```
56
Properties=species:S:1:pos:R:3
C 1.162 1.903 3.323
N 0.361 2.636 2.336
C -2.113 2.505 2.981
C -0.993 2.153 1.976
C -1.415 2.844 0.668
N -1.691 2.018 -0.373
C -1.235 0.691 -0.625
O -1.657 4.034 0.561
H 1.311 2.520 4.208
H 0.662 0.965 3.558
H 2.167 1.786 2.919
H 0.312 3.645 2.427
H -1.832 2.108 3.963
H -3.043 2.065 2.592
H -2.250 3.595 2.985
H -0.912 1.055 1.931
H -2.076 2.449 -1.201
H -1.994 -0.060 -0.789
H -0.595 0.433 0.217
H -0.584 0.605 -1.505
H 0.104 -3.534 -2.609
H -0.800 -2.724 -1.748
O -0.143 -2.612 -2.478
H -1.154 -1.470 -3.794
H -1.008 0.060 -3.805
O -1.553 -0.656 -4.159
H -1.191 -1.737 1.939
H -0.919 -1.681 0.513
O -1.562 -1.321 1.140
H 3.195 2.209 -0.764
H 1.738 2.315 -0.167
O 2.262 2.261 -0.989
H 1.233 -1.469 -2.976
H 2.223 -0.474 -3.555
O 2.213 -1.298 -3.032
H 2.157 -1.535 4.473
H 1.703 -1.940 3.056
O 1.389 -1.531 3.889
H 1.774 1.717 -2.583
H 1.407 1.858 -4.166
O 1.390 1.308 -3.386
H -4.247 -0.159 -0.221
H -3.186 -0.823 0.501
O -4.036 -1.065 0.051
H 2.694 -0.745 -1.359
H 2.615 0.461 -0.289
O 2.865 -0.467 -0.423
H -3.057 -2.209 -1.351
H -2.601 -3.221 -0.223
O -2.519 -2.982 -1.152
H 2.534 -2.580 -1.849
H 3.050 -3.924 -2.053
O 2.415 -3.487 -1.466
H 2.030 -1.430 0.721
H 1.845 -2.957 0.904
O 1.557 -2.108 1.260
```

- Lowest unoccupied orbital energy: 0.020 eV
- 2S+1: 1
- Gap between HOMO and LUMO: 8.807 eV
- HOMO level: -8.79 eV

Most stable pick: version Q. Distance to second place: 0.0223 hartree.

Version P
C3H7O3P as an isolated structure, computed with wB97M-V/def2-TZVPD.

```
14
Properties=species:S:1:pos:R:3
C -0.519 0.969 0.607
C -0.500 -0.127 -0.519
C 0.329 0.310 -1.710
O 1.650 -1.869 1.897
O 0.479 0.571 1.574
O 0.193 -1.241 0.012
P 0.520 -1.067 1.525
H -0.123 1.887 0.161
H -1.538 0.945 1.043
H -1.622 -0.432 -0.786
H 1.361 0.517 -1.275
H 0.114 1.274 -2.125
H 0.409 -0.501 -2.541
H -0.753 -1.235 2.139
```

- Lowest unoccupied orbital energy: 0.783 eV
- 2S+1: 1
- Gap between HOMO and LUMO: 12.086 eV
- HOMO level: -11.30 eV

Version Q
One molecule with the formula C3H7O3P, computed with wB97M-V/def2-TZVPD.

```
14
Properties=species:S:1:pos:R:3
C -0.998 0.418 -0.003
C 1.461 -0.257 0.016
C 0.381 0.699 0.562
O -1.474 1.387 -0.549
O 1.139 -1.634 0.155
O 0.895 1.989 0.229
P -1.780 -1.231 0.211
H 1.671 -0.037 -0.934
H 2.326 -0.100 0.624
H 0.129 0.630 1.667
H 0.439 -1.793 -0.544
H 0.115 2.444 -0.229
H -3.085 -0.922 -0.198
H -1.218 -1.592 -1.007
```

- Lowest unoccupied orbital energy: 0.442 eV
- 2S+1: 1
- Gap between HOMO and LUMO: 10.297 eV
- HOMO level: -9.85 eV

Most stable pick: version P. Distance to second place: 0.1140 hartree.

Version P
A 3-piece molecular cluster, C2H3Cl2NO2 overall, computed with wB97M-V/def2-TZVPD.

```
10
Properties=species:S:1:pos:R:3
C -2.733 -1.471 1.079
C 0.540 0.761 -0.354
N 0.893 -0.383 -0.719
O -3.393 -1.032 1.898
O -2.050 -1.888 0.283
Cl -1.128 1.311 0.125
Cl 3.472 0.449 -0.778
H 0.097 -0.994 -0.605
H 2.983 1.669 -0.203
H 1.320 1.579 -0.727
```

- Lowest unoccupied orbital energy: 0.308 eV
- 2S+1: 1
- Gap between HOMO and LUMO: 10.821 eV
- HOMO level: -10.51 eV

Version Q
A 2-piece molecular cluster, C2H3Cl2NO2 overall, computed with wB97M-V/def2-TZVPD.

```
10
Properties=species:S:1:pos:R:3
C -0.093 1.054 -0.698
C 0.668 -0.202 -0.963
N -0.565 -1.455 2.195
O -1.237 -0.556 2.677
O 0.050 -1.493 1.143
Cl 0.104 -1.450 -1.933
Cl 2.281 -0.304 -0.350
H -0.770 1.138 -1.489
H -0.797 1.185 0.193
H 0.359 2.085 -0.775
```

- Lowest unoccupied orbital energy (spin up / spin down): -0.132 / -2.230 eV
- 2S+1: 1
- Gap between HOMO and LUMO (spin up / spin down): 10.772 / 5.550 eV
- HOMO level (spin up / spin down): -10.90 / -7.78 eV

Most stable pick: version P. Distance to second place: 0.1750 hartree.

Version P
One molecule with the formula C4H9OP, computed with wB97M-V/def2-TZVPD.

```
15
Properties=species:S:1:pos:R:3
C 1.624 0.965 0.222
C -0.162 -1.686 -0.103
C 0.138 1.130 0.102
C -0.812 -0.447 0.299
O -2.678 1.166 -0.586
P -2.499 -0.257 -0.548
H 2.029 0.994 1.178
H 2.110 1.577 -0.466
H 1.799 0.027 -0.333
H 0.146 -1.613 -1.273
H 0.821 -2.039 0.325
H -0.940 -2.407 -0.172
H -0.253 1.182 -0.891
H -0.128 1.841 0.829
H -1.195 -0.434 1.418
```

- Lowest unoccupied orbital energy: -0.417 eV
- 2S+1: 1
- Gap between HOMO and LUMO: 8.567 eV
- HOMO level: -8.98 eV

Version Q
A 2-piece molecular cluster, C4H9OP overall, computed with wB97M-V/def2-TZVPD.

```
15
Properties=species:S:1:pos:R:3
C -0.700 -1.873 -0.288
C -0.227 -0.710 0.110
C -1.583 1.244 -0.390
C -0.582 0.572 0.651
O 1.836 -0.928 -0.017
P 2.520 0.468 0.046
H -0.027 -2.726 -0.504
H -1.761 -2.171 0.004
H -1.745 2.309 -0.199
H -2.447 0.674 -0.190
H -1.480 0.888 -1.502
H -1.116 0.509 1.591
H 0.336 1.154 1.046
H 3.206 0.301 -1.146
H 3.771 0.289 0.790
```

- Lowest unoccupied orbital energy (spin up / spin down): -0.101 / -0.101 eV
- 2S+1: 1
- Gap between HOMO and LUMO (spin up / spin down): 8.179 / 8.180 eV
- HOMO level (spin up / spin down): -8.28 / -8.28 eV

Most stable pick: version P. Distance to second place: 0.0743 hartree.

Version P
One molecule with the formula C4H9OP, computed with wB97M-V/def2-TZVPD.

```
15
Properties=species:S:1:pos:R:3
C 0.096 -0.451 -0.912
C -0.844 0.402 -0.163
C 0.373 -0.118 0.520
C -2.182 -0.020 0.180
O 1.432 0.959 1.083
P 2.964 0.667 0.537
H -0.201 -1.452 -1.129
H 0.692 0.117 -1.637
H -0.612 1.488 -0.360
H 0.188 -0.802 1.344
H -2.813 -0.224 -0.750
H -2.779 0.647 0.833
H -2.043 -0.991 0.663
H 2.997 -0.685 0.588
H 2.732 0.461 -0.797
```

- Lowest unoccupied orbital energy: 1.107 eV
- 2S+1: 1
- Gap between HOMO and LUMO: 10.562 eV
- HOMO level: -9.46 eV

Version Q
One molecule with the formula C4H9OP, computed with wB97M-V/def2-TZVPD.

```
15
Properties=species:S:1:pos:R:3
C -0.903 0.004 0.640
C -1.348 -1.200 -0.201
C 0.678 1.012 -1.240
C 0.363 0.856 0.312
O -1.421 0.147 1.828
P 1.769 0.092 1.169
H -0.677 -1.962 0.142
H -1.115 -0.912 -1.259
H -2.390 -1.423 -0.073
H 1.770 1.206 -1.351
H 0.329 0.013 -1.800
H 0.182 1.798 -1.897
H 0.283 1.807 0.740
H 1.488 -1.121 0.667
H 0.992 -0.318 2.322
```

- Lowest unoccupied orbital energy: 0.698 eV
- 2S+1: 1
- Gap between HOMO and LUMO: 10.162 eV
- HOMO level: -9.46 eV

Most stable pick: version Q. Distance to second place: 0.0202 hartree.

Version P
One molecule with the formula C2H3NO4S, computed with wB97M-V/def2-TZVPD.

```
11
Properties=species:S:1:pos:R:3
C 0.585 -0.934 -0.870
C 0.082 1.489 -0.284
N -0.162 0.081 -0.316
O 1.383 -1.008 -1.756
O 0.256 -0.915 2.079
O -1.936 -1.300 1.249
O 0.127 -2.055 -0.117
S -0.597 -1.103 0.944
H 0.290 1.893 -1.368
H -0.827 2.098 -0.042
H 0.799 1.755 0.480
```

- Lowest unoccupied orbital energy: 0.457 eV
- 2S+1: 1
- Gap between HOMO and LUMO: 11.783 eV
- HOMO level: -11.33 eV

Version Q
One molecule with the formula C2H3NO4S, computed with wB97M-V/def2-TZVPD.

```
11
Properties=species:S:1:pos:R:3
C 1.952 -0.011 -1.042
C -1.573 -0.552 0.603
N 0.718 -0.440 -0.635
O 3.095 0.096 -0.854
O -0.416 1.683 -0.310
O 0.570 0.606 1.736
O 0.964 0.370 -1.808
S -0.162 0.534 0.483
H -1.382 -1.306 -0.085
H -1.302 -0.943 1.548
H -2.465 -0.036 0.363
```

- Lowest unoccupied orbital energy: 0.476 eV
- 2S+1: 1
- Gap between HOMO and LUMO: 11.731 eV
- HOMO level: -11.26 eV

Most stable pick: version P. Distance to second place: 0.0980 hartree.